Record 1
Computed, not measured: the ion C4H5N2O with charge +1 at a distorted geometry, with ωB97M-V/def2-TZVPD.

Positions of all 12 atoms, in Å:
O  2.912  0.012  0.102
N  -0.533  -0.573  -0.761
N  0.574  0.158  0.031
C  0.148  -1.251  0.347
C  1.918  0.514  -0.322
C  -1.470  1.251  0.317
C  -1.603  0.118  -0.247
H  -2.582  -0.064  -0.682
H  0.807  -2.177  0.094
H  -0.500  -1.519  1.138
H  -1.546  2.131  0.935
H  1.875  1.398  -0.954

Properties
frontier orbital gap (spin up / spin down): 7.70 / 7.70 eV
total charge: +1
molecular weight: 97.1 g mol⁻¹
electronic energy: -9242.0552 eV



Record 2
Computed, not measured: a structure of composition C45H49MoN3O4S2SeTe at a distorted geometry, with ωB97M-V/def2-TZVPD.

Positions of all 106 atoms, in Å:
Te  -1.112  1.226  1.095
Mo  0.076  -0.832  -0.492
Se  0.298  0.318  -2.779
S  0.978  -3.010  -1.282
S  -3.092  -2.360  -0.806
O  0.217  -6.995  -6.742
O  -0.826  -5.152  -7.369
O  1.149  -1.346  3.135
O  -2.016  -1.302  -0.939
N  2.240  -0.159  -0.177
N  0.002  -1.405  1.211
N  4.768  -0.642  -3.827
C  4.530  -1.623  3.044
C  -0.190  -5.735  -6.534
C  1.076  2.502  2.828
C  3.308  -2.024  1.017
C  2.452  -1.150  -4.110
C  0.150  -5.092  -5.228
C  -4.226  4.898  -0.019
C  2.099  -0.038  -3.359
C  0.952  3.519  0.629
C  2.626  4.276  2.216
C  -0.977  -2.436  4.550
C  -3.354  -2.384  4.870
C  -3.519  -1.896  3.582
C  4.064  -2.495  2.074
C  3.804  -1.405  -4.304
C  -5.103  6.077  -0.278
C  0.488  2.579  1.558
C  -3.197  -3.061  -2.486
C  0.623  1.536  3.873
C  -0.392  -3.824  -4.997
C  -2.416  -1.677  2.773
C  -2.490  2.774  0.502
C  2.994  -0.674  0.944
C  4.235  -0.275  2.956
C  0.962  -5.663  -4.247
C  -2.447  3.395  2.956
C  0.105  -1.564  2.496
C  -2.762  1.966  -1.889
C  1.202  -4.995  -3.065
C  -0.164  -3.155  -3.813
C  -2.885  3.623  1.544
C  0.636  -3.739  -2.831
C  -3.892  3.996  -1.015
C  0.338  3.699  -0.725
C  -2.081  -2.653  5.352
C  -1.139  -1.943  3.258
C  -3.037  2.925  -0.771
C  2.014  4.347  0.974
C  3.115  0.811  -2.922
C  3.764  5.178  2.567
C  -2.299  -3.776  0.032
C  3.470  0.202  1.908
C  4.430  0.453  -3.172
C  2.141  3.344  3.125
C  -3.739  4.674  1.264
H  3.516  5.782  3.438
H  1.435  -6.624  -4.390
H  -1.231  -3.555  0.104
H  2.599  3.266  4.099
H  4.004  5.844  1.743
H  -4.048  5.330  2.064
H  -2.024  2.371  -2.586
H  4.287  -3.548  2.140
H  0.714  -7.378  -6.008
H  -6.006  6.019  0.327
H  -3.027  4.013  3.635
H  -1.394  3.640  3.089
H  -3.675  1.786  -2.454
H  0.025  -2.624  4.905
H  4.115  -2.278  -4.860
H  -0.415  1.234  3.710
H  -4.512  -1.683  3.210
H  -0.114  2.772  -1.089
H  -2.467  -4.702  -0.508
H  2.875  1.727  -2.399
H  -0.445  4.457  -0.675
H  5.146  -1.987  3.851
H  -5.387  6.135  -1.324
H  1.227  0.626  3.851
H  2.350  5.083  0.257
H  2.968  -2.700  0.246
H  -2.395  1.006  -1.510
H  1.710  -1.814  -4.526
H  -2.545  -1.284  1.765
H  0.714  1.973  4.863
H  3.247  1.258  1.841
H  -4.216  -2.550  5.499
H  1.831  -5.427  -2.303
H  1.085  4.045  -1.439
H  4.597  0.411  3.706
H  -2.597  2.348  3.236
H  2.719  -0.469  -1.032
H  -0.998  -3.388  -5.778
H  -3.380  -2.233  -3.166
H  4.648  4.596  2.815
H  2.309  0.866  -0.138
H  -4.581  6.991  -0.002
H  -4.313  4.115  -2.004
H  -1.946  -3.031  6.354
H  -2.718  -3.846  1.033
H  -4.030  -3.756  -2.527
H  5.241  1.067  -2.807
H  -2.267  -3.556  -2.762
H  -0.584  -2.164  -3.648

Properties
frontier orbital gap (spin up / spin down): 5.83 / 6.43 eV
total charge: +1
expectation value of S²: 0.799
molecular weight: 1062.5 g mol⁻¹
multiplicity: 2
electronic energy: -156281.4324 eV



Record 3
Computed, not measured: a cluster of 2 separate species, C4H12P2S in total at a distorted geometry, with ωB97M-V/def2-TZVPD.

Positions of all 19 atoms, in Å:
S  2.211  2.397  -1.567
P  -0.893  0.310  -0.596
P  0.497  -0.846  0.690
C  -1.180  1.768  0.620
C  1.194  -1.966  -0.607
C  -2.553  -0.601  -0.246
C  1.979  0.278  0.804
H  2.011  0.975  1.559
H  0.688  -1.700  -1.543
H  -1.395  1.234  1.528
H  1.971  0.629  -0.222
H  2.869  -0.397  0.951
H  -3.143  -0.621  -1.153
H  -0.255  2.355  0.671
H  -1.812  2.336  0.126
H  -2.246  -1.587  -0.150
H  1.035  -2.934  -0.471
H  2.112  -1.579  -0.901
H  -3.090  -0.053  0.508

Properties
frontier orbital gap (spin up / spin down): 5.35 / 5.53 eV
total charge: 0
molecular weight: 154.2 g mol⁻¹
electronic energy: -33750.9084 eV



Record 4
Computed, not measured: a structure of composition C11H41N18O10Pd at a distorted geometry, with ωB97M-V/def2-TZVPD.

Positions of all 81 atoms, in Å:
Pd  2.453  -0.309  -2.198
O  2.073  3.390  2.798
O  3.310  -0.766  -0.323
O  -0.149  3.214  -4.578
O  -1.981  2.375  -0.223
O  4.497  -0.679  2.724
O  -4.328  -1.304  -3.359
O  -4.307  -2.910  1.570
O  1.368  -4.139  1.318
O  1.882  0.274  -4.193
O  -0.324  -1.796  3.700
N  -2.621  -0.224  -4.673
N  -3.991  -2.478  -0.672
N  -1.347  3.983  -2.778
N  -2.838  3.398  1.633
N  4.687  1.549  2.949
N  3.012  -5.589  1.660
N  5.472  0.095  4.512
N  -1.368  -2.842  1.967
N  -0.128  3.314  3.487
N  -2.467  1.049  1.553
N  -6.091  -2.646  0.135
N  3.437  -3.192  1.824
N  -4.083  0.888  -3.073
N  -0.785  1.663  -3.078
N  -2.537  -1.218  3.294
N  3.158  0.256  -6.158
N  1.107  1.393  -6.085
N  1.272  1.630  4.025
C  4.896  0.284  3.343
C  -0.809  3.057  -3.555
C  -4.735  -2.693  0.428
C  2.065  0.637  -5.381
C  2.687  -0.690  0.754
C  1.237  -0.986  0.792
C  -1.349  -1.920  3.050
C  2.561  -4.257  1.596
C  -2.418  2.272  0.931
C  -3.719  -0.340  -3.772
C  1.176  2.801  3.329
H  0.900  -1.793  1.472
H  -3.142  -1.655  2.609
H  -4.497  -2.248  -1.521
H  -1.957  0.356  1.006
H  2.251  -6.209  1.593
H  -2.574  -0.968  -5.348
H  2.094  1.122  3.695
H  -0.020  4.219  2.997
H  0.504  2.038  -5.602
H  -6.500  -2.906  -0.721
H  4.323  -3.676  2.012
H  -2.264  -3.317  1.745
H  5.247  -0.640  5.131
H  -1.150  4.917  -2.958
H  1.099  1.482  -7.056
H  -0.459  -3.267  1.895
H  6.252  4.942  -6.432
H  3.237  -2.518  2.528
H  -0.552  0.877  -3.689
H  -6.524  -2.947  0.970
H  5.070  2.320  3.441
H  -0.235  3.466  4.496
H  -1.591  3.733  -1.819
H  -3.878  1.821  -3.396
H  -4.368  0.830  -2.114
H  -1.294  1.501  -2.289
H  3.186  -0.233  1.630
H  -2.778  -1.131  4.282
H  -2.485  0.777  2.544
H  -3.041  -2.272  -0.445
H  3.821  -0.409  -5.825
H  -2.718  4.241  1.014
H  1.018  -1.295  -0.257
H  0.570  -0.177  1.053
H  3.837  -5.884  2.159
H  5.799  0.913  4.983
H  -2.985  3.419  2.640
H  4.216  1.578  2.072
H  3.366  0.798  -6.979
H  0.498  1.002  4.152
H  -2.252  0.647  -4.945

Properties
frontier orbital gap (spin up / spin down): 9.64 / 7.96 eV
total charge: +1
expectation value of S²: 2.002
molecular weight: 692.0 g mol⁻¹
multiplicity: 3
electronic energy: -62847.1036 eV



Record 5
Computed, not measured: a structure of composition C4H5NO, with ωB97M-V/def2-TZVPD.

Positions of all 11 atoms, in Å:
O  -0.556  1.094  -0.523
N  -1.206  -0.982  -1.271
C  0.537  -0.589  0.485
C  0.972  0.692  1.004
C  -0.386  -0.253  -0.450
C  0.333  1.776  0.305
H  1.826  0.863  1.653
H  0.847  -1.580  0.783
H  0.068  1.334  1.587
H  -1.571  -0.456  -2.053
H  -0.863  -1.898  -1.520

Properties
frontier orbital gap: 9.61 eV
total charge: 0
molecular weight: 83.1 g mol⁻¹
electronic energy: -7763.2577 eV



Record 6
Computed, not measured: the molecule C5H6O2S at a distorted geometry, with ωB97M-V/def2-TZVPD.

Positions of all 14 atoms, in Å:
S  -0.526  -2.793  -1.183
O  1.199  0.728  -0.246
O  -0.175  -0.873  2.248
C  0.180  -0.352  -0.078
C  0.177  1.701  0.051
C  0.505  -1.037  1.249
C  0.201  -1.335  -1.252
C  -0.972  0.669  -0.013
H  0.732  -1.017  -2.195
H  0.155  2.474  -0.736
H  0.252  2.216  1.006
H  -1.508  0.629  -1.003
H  1.458  -1.544  1.330
H  -1.678  0.533  0.823

Properties
frontier orbital gap: 8.44 eV
total charge: 0
SMILES string: O=C[C@@]1(C=S)CCO1
molecular weight: 130.2 g mol⁻¹
electronic energy: -20209.9312 eV



Record 7
Computed, not measured: the molecule C6H15N at a distorted geometry, with ωB97M-V/def2-TZVPD.

Positions of all 22 atoms, in Å:
N  -0.009  -0.174  -0.315
C  -2.617  0.261  1.092
C  -2.477  -0.214  -0.347
C  -1.197  0.246  -1.016
C  2.437  -0.362  -0.302
C  2.638  -0.114  1.223
C  1.233  0.314  -0.886
H  -0.017  -1.185  -0.324
H  1.838  0.482  1.660
H  1.239  0.251  -1.988
H  -2.482  1.346  1.131
H  -1.220  -0.049  -2.077
H  3.580  0.417  1.330
H  -3.578  0.038  1.552
H  -2.499  -1.318  -0.364
H  2.399  -1.439  -0.488
H  -1.857  -0.200  1.722
H  -1.257  1.343  -0.977
H  2.648  -1.058  1.758
H  1.244  1.390  -0.672
H  3.336  -0.014  -0.806
H  -3.380  0.039  -0.906

Properties
frontier orbital gap: 10.01 eV
total charge: 0
SMILES string: CCCNCCC
molecular weight: 101.2 g mol⁻¹
electronic energy: -7955.1472 eV



Record 8
Computed, not measured: a structure of composition C4H7NO2 at a distorted geometry, with ωB97M-V/def2-TZVPD.

Positions of all 14 atoms, in Å:
O  -0.785  1.063  2.338
O  2.385  0.086  -0.501
N  0.030  -0.134  -0.279
C  -0.138  0.812  1.351
C  -0.175  1.313  -0.046
C  -0.999  -1.003  -0.814
C  1.441  -0.537  -0.015
H  -0.605  -2.004  -0.995
H  0.691  1.897  -0.359
H  -1.391  -0.589  -1.746
H  -1.810  -1.102  -0.089
H  1.469  -1.639  0.051
H  1.050  0.177  1.448
H  -1.163  1.660  -0.343

Properties
frontier orbital gap: 9.43 eV
total charge: 0
molecular weight: 101.1 g mol⁻¹
electronic energy: -9842.8226 eV